Here is the molecule C19H19N5O3S at a distorted geometry from OMol25. Energies are from the ωB97M-V functional and the def2-TZVPD basis.

```
47
Properties=species:S:1:pos:R:3:forces:R:3:mulliken_charge:R:1
C 6.1138 1.5588 0.6355 0.0 0.0 0.1 -1.4140
C 4.6540 1.6758 0.3228 -0.1 0.0 0.0 1.0043
C 3.9163 2.7488 0.8123 0.1 -0.1 0.0 -0.5503
C 2.5659 2.8665 0.5484 0.0 0.0 -0.1 -0.7301
C 1.9219 1.9004 -0.2226 0.5 0.0 0.2 0.4386
C 0.5077 1.9740 -0.5261 -0.4 0.2 0.0 0.8310
N -0.0613 1.4449 -1.5818 1.1 -0.1 -0.1 -0.5566
N -1.3785 1.6497 -1.5147 -0.8 0.5 0.1 -0.6889
C -1.6271 2.2852 -0.3951 -0.1 0.1 0.1 0.7607
S -3.1934 2.6845 0.2567 -0.2 0.2 0.0 -0.2606
C -4.1789 1.3469 -0.5063 0.3 0.0 0.2 -0.7598
C -3.7450 0.0071 0.0843 -0.1 0.2 -0.3 0.5589
O -4.2529 -0.4376 1.0898 -0.1 -0.1 0.3 -0.6506
N -2.7395 -0.5664 -0.6206 0.0 -0.1 -0.4 -0.2089
C -1.9029 -1.6158 -0.2146 0.2 -0.3 0.2 0.0611
C -2.2396 -2.5152 0.7923 -0.1 0.0 0.1 -0.4853
C -1.3468 -3.5075 1.1462 0.4 0.0 -0.2 -0.8957
C -0.1105 -3.6146 0.5229 0.0 0.0 -0.1 0.4794
C 0.2387 -2.6913 -0.4674 -0.1 0.0 0.2 0.1542
C -0.6657 -1.7112 -0.8427 0.0 -0.2 0.1 -0.2915
O 1.4664 -2.7068 -1.0820 -0.4 0.1 -0.2 -0.4370
C 2.4144 -3.5025 -0.4081 0.1 -0.5 0.3 -0.4810
C 1.7908 -4.8391 -0.0073 0.3 0.2 -0.3 -0.4732
O 0.7349 -4.6300 0.9022 -0.2 0.1 0.2 -0.4625
N -0.4643 2.5292 0.2699 -0.2 -0.6 -0.8 0.3917
N -0.3187 3.2092 1.4719 0.1 0.5 0.5 -1.0592
C 2.6560 0.8271 -0.7270 -0.2 0.1 0.1 -0.8413
C 4.0040 0.7208 -0.4509 0.0 0.1 0.0 -0.7275
H 6.5823 0.7887 0.0283 0.1 0.0 0.0 0.3548
H 6.6205 2.5053 0.4565 0.1 0.0 0.0 0.3603
H 6.2533 1.3015 1.6857 0.1 0.0 0.0 0.2944
H 4.4102 3.5049 1.4057 0.1 0.1 0.1 0.4100
H 2.0169 3.7198 0.9170 0.0 0.1 0.0 0.5811
H -5.2061 1.5658 -0.2191 0.1 -0.1 0.0 0.4345
H -4.0466 1.4104 -1.5843 -0.1 0.0 0.0 0.3503
H -2.3583 -0.0220 -1.3946 -0.3 0.0 0.3 0.4358
H -3.1895 -2.4321 1.2917 0.0 0.0 0.0 0.5062
H -1.5923 -4.2216 1.9154 0.0 -0.1 0.1 0.4256
H -0.3758 -1.0108 -1.6110 0.1 0.1 -0.1 0.5790
H 3.2475 -3.6444 -1.0981 0.0 0.0 0.1 0.3529
H 2.7660 -2.9824 0.4942 0.0 0.0 -0.1 0.2779
H 2.5147 -5.4794 0.4990 0.0 0.1 -0.1 0.3485
H 1.4165 -5.3450 -0.9082 0.0 0.0 0.1 0.2944
H 0.2143 2.6410 2.1290 -0.2 -0.1 -0.2 0.2460
H -1.2461 3.3953 1.8505 0.2 -0.2 0.0 0.2392
H 2.1535 0.0841 -1.3258 -0.1 -0.1 -0.1 0.4815
H 4.5617 -0.1170 -0.8440 0.1 -0.1 0.0 0.3220
```
Positions in Å, forces in eV/Å.

Output
- relative energy (zero: lowest compared OMol25 entry of this formula, charge and spin) (eV) = 0.870
- lowest unoccupied orbital energy (eV) = 0.514
- HOMO (eV) = -7.80
- SMILES = Cc1ccc(-c2nnc(SCC(=O)Nc3ccc4c(c3)OCCO4)n2N)cc1


Here is a cluster of 2 separate species, C19H19N5O6 in total at a distorted geometry from OMol25. Energies are from the ωB97M-V functional and the def2-TZVPD basis.

```
49
Properties=species:S:1:pos:R:3:forces:R:3:mulliken_charge:R:1
O -0.1173 -5.6718 -1.3532 -0.1 2.3 0.5 -0.6174
N -0.4195 -4.5027 -1.0368 -1.7 -2.0 0.6 1.0918
O -1.5126 -4.2173 -0.4814 2.2 -0.3 -1.2 -0.6313
C 0.4994 -3.4336 -1.3360 -0.6 1.6 -0.4 -0.4440
C 1.8301 -3.7128 -1.7164 0.7 0.9 -0.3 -0.3757
C 2.6586 -2.6796 -2.1628 -0.9 -0.4 0.6 -0.5717
N 4.0844 -2.9291 -2.2811 2.2 -1.0 -0.4 0.9599
O 4.8730 -1.9983 -2.5173 -1.9 -1.3 0.4 -0.5612
O 4.4595 -4.1111 -2.1084 -0.7 2.0 -0.3 -0.5992
C 2.0791 -1.3665 -2.3766 1.5 1.0 -1.3 0.7957
N 2.5375 -0.3077 -3.1032 -1.2 -1.5 1.5 -0.5474
O 1.5286 0.6401 -3.0041 -0.5 -0.4 1.0 -0.1954
N 0.4932 0.1935 -2.1617 0.1 -1.5 -0.1 0.8145
O -0.4622 0.9034 -1.8937 1.0 -0.6 -0.4 -0.6848
C 0.8047 -1.1352 -1.8389 0.2 2.2 -0.8 0.2957
C -0.0115 -2.1192 -1.2972 -0.6 -1.5 -0.3 -0.5722
H 2.2027 -4.7324 -1.6498 0.0 0.3 0.1 0.6135
H -1.0666 -1.9077 -1.1263 0.4 -0.3 -0.2 0.9550
C -0.5435 -1.6434 1.0609 0.4 0.1 1.2 -1.1261
C 0.1872 -1.5739 2.2215 -0.4 -0.1 -0.6 0.8129
C 0.7028 -2.8500 2.8423 -0.4 -0.2 0.0 -0.3769
C 1.8580 -3.4870 2.3675 -0.2 0.3 0.3 -0.1169
C 2.3636 -4.6015 3.0435 -0.2 0.0 0.0 -0.7493
C 1.6778 -5.1287 4.1425 0.0 0.2 -0.1 -0.3903
C 0.4660 -4.5605 4.5485 0.0 0.1 -0.3 -0.7182
C -0.0270 -3.4337 3.8901 0.3 0.1 0.0 0.0404
N 0.4169 -0.3941 2.8958 0.3 0.0 0.0 0.3230
C -0.5110 0.7043 2.6135 -0.4 0.1 -0.1 -0.5768
C -0.2175 2.0226 3.3294 0.2 0.1 -0.2 -0.8346
C 0.2988 1.8764 4.7519 0.1 0.1 0.0 -0.7017
C 1.4532 0.8912 4.7743 0.0 -0.3 -0.1 -0.8758
C 1.0220 -0.4661 4.2271 0.1 -0.1 0.4 -0.6207
H -0.9779 -2.6138 0.8175 0.3 0.5 -0.1 0.4289
H -0.8160 -0.7343 0.5235 -0.4 -0.4 0.5 0.2046
H 2.3560 -3.0793 1.4845 0.0 -0.1 0.3 0.4955
H 3.2951 -5.0598 2.7095 -0.3 0.1 0.1 0.4113
H 2.0808 -5.9856 4.6849 -0.1 0.2 -0.2 0.3769
H -0.0982 -4.9873 5.3778 0.2 0.1 -0.2 0.3926
H -0.9797 -2.9861 4.1863 0.3 -0.1 0.0 0.4991
H -1.5471 0.3887 2.8447 0.3 -0.1 0.0 0.3958
H -0.4881 0.9077 1.5362 0.0 0.0 0.3 0.1931
H -1.1339 2.6196 3.3224 0.1 0.0 -0.1 0.3721
H 0.5260 2.5631 2.7329 0.0 0.0 0.2 0.3380
H 0.6385 2.8489 5.1155 -0.1 0.0 0.0 0.3260
H -0.5006 1.5393 5.4202 0.0 -0.1 0.0 0.3196
H 2.2944 1.2690 4.1804 -0.1 0.0 0.0 0.3521
H 1.8126 0.7380 5.7964 0.0 0.0 -0.1 0.3632
H 0.3110 -0.9239 4.9419 0.2 0.1 -0.1 0.3622
H 1.9027 -1.1222 4.1860 -0.3 0.1 -0.1 0.3540
```
Positions in Å, forces in eV/Å.

Output
- relative energy (zero: lowest compared OMol25 entry of this formula, charge and spin) (eV) = 7.020
- lowest unoccupied orbital energy (eV) = -2.319
- HOMO (eV) = -8.10
- SMILES = O=[N+]([O-])c1cc([N+](=O)[O-])c2no[n+]([O-])c2c1.C=C(c1ccccc1)N1CCCCC1


Here is the molecule C19H20BrN3O5S at a distorted geometry from OMol25. Energies are from the ωB97M-V functional and the def2-TZVPD basis.

```
49
Properties=species:S:1:pos:R:3:forces:R:3:mulliken_charge:R:1
C -2.3565 -1.4366 -0.1726 0.1 -0.3 -0.1 -0.8872
O -2.4801 -0.0498 0.0722 -0.1 0.1 0.0 -0.2950
C -3.6434 0.5581 -0.2100 -0.3 0.2 0.1 0.4123
C -4.7057 -0.0536 -0.8770 0.3 -0.1 0.0 -0.3333
C -5.8990 0.6107 -1.0900 -0.1 0.3 0.1 -0.6592
C -6.0518 1.9026 -0.6187 -0.2 0.0 -0.1 -0.2044
Br -7.6995 2.8174 -0.8875 0.1 -0.1 0.0 -0.2160
C -5.0200 2.5385 0.0414 0.1 -0.2 -0.1 -0.6403
C -3.8026 1.8916 0.2384 -0.3 -0.5 -0.3 0.6082
C -2.7434 2.6106 0.9126 0.5 0.5 0.4 -0.1705
N -1.5222 2.2813 0.7975 -0.3 -0.3 -0.5 0.0878
N -0.5812 2.9786 1.4463 -0.3 1.0 0.8 -0.2555
C 0.7475 2.7494 1.2373 -0.1 -0.1 -0.1 -0.6225
O 1.6006 3.3758 1.8236 0.1 0.0 0.0 -0.6545
C 1.0140 1.6894 0.2132 0.3 -0.2 -0.1 0.2978
C 1.3212 2.0562 -1.0909 0.0 0.0 0.2 -0.2567
C 1.5643 1.0887 -2.0517 0.0 -0.1 0.0 -1.1124
C 1.5292 -0.2513 -1.7078 0.0 0.0 -0.2 -0.6715
C 1.2550 -0.5996 -0.4012 -0.1 -0.7 0.2 0.3527
S 1.2591 -2.3315 0.0634 0.0 -0.4 0.1 1.5670
O 0.9160 -3.1101 -1.0918 0.2 0.2 -0.2 -0.8297
O 0.4528 -2.4761 1.2435 0.2 0.3 0.2 -0.7734
N 2.8007 -2.7908 0.5038 -1.0 0.2 -0.3 -0.0537
C 3.3269 -2.1798 1.6992 0.1 0.2 0.4 -0.6994
C 4.0446 -0.8479 1.3655 0.2 0.1 0.1 -0.4751
O 4.0414 -0.6118 -0.0244 0.1 0.1 0.0 -0.3333
C 4.6073 -1.6837 -0.7420 0.2 0.0 0.0 -0.3582
C 3.7617 -2.9660 -0.5576 0.2 0.0 -0.4 -0.7070
C 0.9790 0.3470 0.5621 0.0 0.2 0.1 0.2636
H -3.1934 -1.9929 0.2587 0.0 0.0 0.0 0.5429
H -1.4344 -1.7499 0.3139 -0.2 0.1 -0.1 0.0023
H -2.2859 -1.6478 -1.2433 -0.1 0.0 0.0 0.3694
H -4.6057 -1.0608 -1.2473 0.0 -0.1 0.0 0.4314
H -6.7061 0.1222 -1.6135 -0.1 0.0 0.0 0.4104
H -5.1487 3.5498 0.3975 0.0 0.1 0.0 0.4318
H -3.0524 3.4773 1.5129 0.1 0.0 0.0 0.3424
H -0.8404 3.7332 2.0907 0.2 -0.3 -0.2 0.2768
H 1.3617 3.1029 -1.3532 0.0 0.1 0.0 0.4772
H 1.7835 1.3818 -3.0672 0.0 0.0 -0.1 0.4352
H 1.7033 -1.0301 -2.4332 0.0 0.0 -0.2 0.6007
H 4.0195 -2.8885 2.1651 -0.1 0.0 0.0 0.3905
H 2.4799 -2.0291 2.3669 0.2 0.0 0.2 0.3428
H 3.5346 0.0111 1.8034 0.1 -0.1 0.1 0.3254
H 5.0818 -0.8717 1.7328 -0.1 0.0 0.0 0.3599
H 4.6287 -1.3631 -1.7842 0.1 -0.1 0.0 0.3247
H 5.6396 -1.8520 -0.4001 -0.1 0.0 -0.1 0.2915
H 4.4012 -3.8200 -0.3096 -0.1 0.0 0.0 0.3645
H 3.1859 -3.2094 -1.4498 0.3 -0.1 -0.1 0.3487
H 0.7315 0.0298 1.5626 -0.1 0.0 0.2 0.5506
```
Positions in Å, forces in eV/Å.

Output
- relative energy (zero: lowest compared OMol25 entry of this formula, charge and spin) (eV) = 1.201
- lowest unoccupied orbital energy (eV) = 0.309
- HOMO (eV) = -8.29
- SMILES = COc1ccc(Br)cc1/C=N/NC(=O)c1cccc(S(=O)(=O)N2CCOCC2)c1


Here is a structure of composition C19H20Cl2MnN4O11 from OMol25. Energies are from the ωB97M-V functional and the def2-TZVPD basis.

```
57
Properties=species:S:1:pos:R:3:forces:R:3:mulliken_spin:R:1
Mn 0.8563 -1.0883 0.6078 -0.3 0.2 -0.1 3.0559
N 2.5955 -1.5391 -0.1846 -0.2 -0.1 -0.2 -0.1231
N 3.5832 -1.4481 0.8105 0.2 0.0 -0.1 0.0041
C 3.1360 -1.2259 2.1104 -0.5 0.1 0.0 0.0099
O 3.8541 -1.2705 3.0641 0.1 0.0 0.1 0.0043
O 1.8348 -0.9175 2.1363 0.4 0.0 0.2 -0.0026
H 2.4560 -2.5141 -0.5237 0.0 0.0 -0.1 0.0095
H 2.7611 -0.8343 -0.9152 0.1 0.0 0.0 0.0056
H 4.4062 -2.0161 0.6777 0.0 0.0 0.0 -0.0030
C 3.2360 3.1367 1.6706 -0.1 0.0 0.0 0.0001
C 3.0236 3.6629 0.2539 0.0 -0.1 0.1 -0.0018
C 1.7825 3.0840 -0.4616 -0.1 -0.1 0.0 -0.0002
C 1.6821 3.6786 -1.8805 0.0 0.0 0.0 0.0001
C 0.3996 3.3284 -2.6246 0.0 0.0 0.0 -0.0001
C 0.5505 3.5161 0.3309 0.0 0.0 0.0 -0.0023
O 0.2719 4.6711 0.5042 -0.1 0.0 0.0 0.0010
N -0.2716 2.5170 0.8715 0.0 0.0 0.0 0.0032
C 0.0599 1.2117 0.8271 0.1 -0.1 0.1 -0.0097
O -0.5882 0.2867 1.3797 0.2 -0.3 -0.1 -0.0071
N 1.1432 0.7878 0.1749 0.2 0.1 -0.2 -0.0561
C 1.9915 1.5750 -0.5601 -0.2 0.1 0.2 -0.0131
O 2.9012 1.0980 -1.2030 0.0 -0.1 -0.1 0.0079
H 4.1193 3.5908 2.1178 0.0 0.0 0.0 0.0000
H 3.3861 2.0540 1.6880 0.0 0.0 0.0 0.0005
H 2.3877 3.3711 2.3189 0.0 0.0 0.0 -0.0002
H 3.8839 3.4197 -0.3700 0.0 0.0 0.0 0.0002
H 2.8997 4.7455 0.2656 0.0 0.0 0.0 -0.0003
H 2.5486 3.3098 -2.4299 0.0 0.0 0.0 0.0000
H 1.7812 4.7593 -1.7739 0.0 0.0 0.0 -0.0006
H 0.2472 2.2504 -2.6991 0.0 0.0 0.0 0.0006
H 0.4363 3.7250 -3.6395 0.0 0.0 0.0 0.0000
H -0.4761 3.7650 -2.1382 0.0 0.0 0.0 -0.0001
H -1.0949 2.7969 1.3880 0.0 0.0 0.0 0.0001
Cl -1.5158 -5.0336 1.4057 0.1 0.1 0.0 0.0009
C 0.1468 -5.2648 0.8633 -0.1 -0.1 0.1 -0.0048
Cl 1.1427 -6.0088 2.1321 0.0 0.0 0.0 -0.0001
C 0.8548 -3.9822 0.4264 -0.2 0.1 0.2 0.0002
O 1.7312 -4.0939 -0.4166 0.1 0.2 -0.1 0.0136
O 0.4881 -2.9069 1.0344 0.0 0.1 0.1 -0.0016
H 0.1334 -5.9436 0.0204 0.0 -0.1 0.0 0.0001
O -0.8219 0.2185 -2.3673 0.0 0.2 -0.1 0.0021
C -1.0882 -0.6010 -1.5248 0.6 -0.1 0.1 0.0001
O -0.1162 -1.3072 -0.9097 -0.2 -0.2 -0.1 0.1011
C -2.4683 -0.9324 -1.1009 -0.1 0.0 0.1 -0.0042
C -3.5170 -0.2894 -1.7419 -0.2 0.0 0.0 0.0010
C -4.8446 -0.5223 -1.3723 0.1 0.1 -0.1 0.0005
C -5.0492 -1.4126 -0.3485 -0.3 0.1 -0.1 -0.0002
O -6.2367 -1.8018 0.1926 0.0 -0.1 0.1 -0.0001
C -5.9169 -2.7479 1.2224 0.1 0.1 -0.1 0.0000
O -4.4946 -2.8859 1.2626 -0.1 0.1 -0.1 0.0001
C -4.0063 -2.0538 0.2882 0.1 -0.2 0.2 0.0008
C -2.7033 -1.8417 -0.0557 0.1 0.0 -0.1 0.0007
H -3.2851 0.3988 -2.5428 0.0 0.0 0.0 -0.0001
H -5.6714 -0.0319 -1.8669 0.0 0.0 0.0 -0.0001
H -6.3709 -3.7080 0.9808 0.0 -0.1 0.0 0.0000
H -6.2753 -2.3717 2.1795 0.0 0.0 0.0 0.0000
H -1.8998 -2.3633 0.4452 0.0 0.0 0.0 0.0075
```
Positions in Å, forces in eV/Å.

Output
- relative energy (zero: lowest compared OMol25 entry of this formula, charge and spin) (eV) = 0.000
- <S²> = 3.830
- lowest unoccupied orbital energy (alpha / beta) (eV) = -2.736 / -1.738
- HOMO (alpha / beta) (eV) = -8.55 / -8.55
- spin multiplicity = 4


Here is the molecule C19H20Cl3N3OS from OMol25. Energies are from the ωB97M-V functional and the def2-TZVPD basis.

```
47
Properties=species:S:1:pos:R:3:forces:R:3:mulliken_charge:R:1
C -5.6881 -1.2846 -2.0696 0.0 -0.1 0.0 -1.4930
C -4.6067 -0.8224 -1.1423 0.0 0.0 0.0 0.7392
C -3.2682 -0.9796 -1.4792 -0.1 0.1 0.1 -0.9279
C -2.2678 -0.5751 -0.6162 0.0 -0.1 0.1 -0.2607
C -2.5971 0.0118 0.6032 -0.3 -0.1 -0.4 0.0892
N -1.5939 0.4169 1.5051 -0.3 -0.1 0.1 -0.0364
C -0.4191 1.0226 1.2260 0.2 0.4 -0.1 0.2081
S 0.7250 1.1129 2.4123 0.2 -0.2 0.7 -0.4735
N -0.3137 1.5970 -0.0017 -0.5 -0.3 0.2 0.0307
C 0.9032 1.8972 -0.7267 0.0 -0.2 0.0 -1.3591
N 2.0385 1.1201 -0.3418 0.1 0.0 -0.2 0.2597
C 2.0445 -0.2075 -0.6748 0.0 0.6 0.1 0.7258
O 1.1048 -0.6760 -1.2938 -0.2 -0.1 -0.2 -0.6787
C 3.2662 -1.0010 -0.3772 0.3 -0.5 0.0 0.4825
C 3.4313 -2.0945 -1.2329 -0.1 0.1 0.0 -0.8491
C 4.5213 -2.9330 -1.1417 0.0 0.0 0.0 -0.6268
C 5.4739 -2.6926 -0.1666 0.0 0.0 0.0 -0.5721
C 5.3092 -1.6291 0.6999 0.1 0.0 0.0 -0.7360
C 4.2200 -0.7651 0.6233 0.0 -0.1 -0.1 1.1602
C 4.1442 0.3354 1.6390 0.0 0.0 0.1 -1.4150
C 1.2464 3.4001 -0.6603 0.1 0.3 -0.1 0.5445
Cl 2.5672 3.7269 -1.8040 0.0 0.0 0.0 -0.1405
Cl 1.7490 3.9196 0.9535 0.0 0.1 -0.2 -0.1011
Cl -0.1800 4.3364 -1.1489 0.0 0.0 0.0 -0.1407
C -3.9377 0.1682 0.9698 0.2 0.1 0.0 0.7072
C -4.2956 0.7807 2.2899 0.0 0.0 -0.1 -1.6500
C -4.9182 -0.2555 0.0866 0.1 -0.1 -0.1 -0.8720
H -5.8771 -2.3479 -1.9187 -0.1 -0.1 -0.1 0.2915
H -5.3949 -1.1415 -3.1071 0.0 0.0 -0.1 0.3751
H -6.6153 -0.7473 -1.8859 -0.1 0.0 0.0 0.3735
H -3.0011 -1.4342 -2.4212 0.0 -0.1 -0.1 0.4426
H -1.2324 -0.7442 -0.8767 0.1 0.0 0.0 0.7595
H -1.7214 0.1719 2.4779 0.2 0.1 -0.1 0.3274
H -1.1353 1.4891 -0.5827 0.2 0.1 0.0 0.4139
H 0.6942 1.6637 -1.7835 0.0 0.2 0.3 0.4497
H 2.6305 1.4726 0.3932 0.0 -0.1 -0.1 0.1137
H 2.6712 -2.2637 -1.9808 0.0 0.0 0.0 0.4419
H 4.6262 -3.7653 -1.8208 0.0 -0.1 -0.1 0.3991
H 6.3374 -3.3347 -0.0744 0.1 -0.1 0.0 0.3899
H 6.0500 -1.4590 1.4684 0.0 0.0 0.1 0.3526
H 3.1435 0.4346 2.0555 0.0 0.1 0.0 0.0615
H 4.4581 1.2880 1.2082 0.0 0.1 0.0 0.3319
H 4.8209 0.1202 2.4634 0.0 0.0 0.0 0.4206
H -5.3623 0.9812 2.3412 -0.1 0.0 0.0 0.4096
H -3.7565 1.7152 2.4409 0.0 0.0 0.1 0.3299
H -4.0379 0.1069 3.1083 0.0 0.0 0.1 0.3662
H -5.9561 -0.1353 0.3639 -0.1 0.0 0.0 0.3354
```
Positions in Å, forces in eV/Å.

Output
- relative energy (zero: lowest compared OMol25 entry of this formula, charge and spin) (eV) = 0.081
- lowest unoccupied orbital energy (eV) = 0.512
- HOMO (eV) = -8.18
- SMILES = Cc1ccc(NC(=S)N[C@H](NC(=O)c2ccccc2C)C(Cl)(Cl)Cl)c(C)c1


no.,E (eV)
1,-44438.875
2,-39734.808
3,-115611.047
4,-104878.589
5,-74949.609